# 1
Density functional theory data (ωB97M-V/def2-TZVPD) for 9 unconnected molecules or ions with the total composition C38H100N6O13 in a non-equilibrium geometry.

Summary:
**HOMO-LUMO gap**: 8.84 eV
**SMILES**: COC[C@H](C)N.COC[C@H](C)N.COCCNCCOC.COCCNCCOC.COCCNCCOC.COCCNCCOC.CCO.CCO.CCO
**E**: -76576.408 eV
**Total charge**: 0
**Maximum force**: 3.2 eV Å⁻¹

Each line ends with the Mulliken charge.
Geometry (Å):
C -4.232 3.222 5.870  -0.811
O -3.664 2.555 4.759  -0.320
C -2.482 3.138 4.224  -0.970
C -1.922 2.130 3.125  2.141
C -1.427 0.794 3.762  -1.156
N -0.765 2.824 2.525  -0.716
H -5.308 3.052 5.838  0.234
H -4.029 4.291 5.802  0.348
H -3.875 2.872 6.838  0.273
H -2.789 4.118 3.858  0.586
H -1.742 3.390 4.984  0.482
H -2.636 1.938 2.323  -1.409
H -2.184 0.088 4.104  0.439
H -0.707 0.989 4.557  0.395
H -0.931 0.228 2.974  -0.228
H -1.077 3.694 2.118  0.288
H -0.133 3.128 3.252  0.278
C 1.822 -1.814 5.414  -0.695
O 2.621 -1.665 4.258  -0.360
C 2.611 -0.498 3.504  -0.138
C 3.436 -0.609 2.207  0.642
C 4.980 -0.735 2.391  -1.578
N 3.189 0.486 1.309  0.549
H 2.141 -1.047 6.119  0.318
H 2.028 -2.797 5.836  0.238
H 0.776 -1.732 5.118  0.198
H 1.557 -0.270 3.347  -0.214
H 2.943 0.345 4.111  0.466
H 3.155 -1.526 1.690  0.136
H 5.349 0.273 2.576  0.247
H 5.368 -1.138 1.456  0.383
H 5.190 -1.351 3.266  0.457
H 2.205 0.454 1.086  -0.652
H 3.270 1.365 1.801  0.167
C -3.111 3.701 -3.079  -0.978
O -1.823 3.349 -3.529  -0.109
C -0.809 4.203 -3.038  -1.196
C 0.552 3.718 -3.578  -0.072
N 0.899 4.256 -4.903  -0.381
C 2.037 3.564 -5.422  -0.391
C 2.450 4.210 -6.775  -0.787
O 1.689 3.653 -7.813  -0.254
C 1.933 4.204 -9.094  -0.820
H -3.959 3.188 -3.532  0.244
H -3.207 4.781 -3.187  0.466
H -3.306 3.475 -2.030  0.259
H -0.874 4.276 -1.952  0.370
H -1.153 5.173 -3.398  0.658
H 0.583 2.630 -3.644  0.326
H 1.272 4.015 -2.815  -0.079
H 0.092 3.889 -5.387  0.339
H 1.871 2.494 -5.549  0.281
H 2.913 3.594 -4.775  0.417
H 3.516 4.060 -6.945  0.442
H 2.285 5.286 -6.721  0.312
H 1.554 5.220 -9.197  0.327
H 1.464 3.669 -9.920  0.254
H 2.991 4.304 -9.335  0.308
C -1.266 -0.154 -5.396  -0.726
O -2.399 -0.671 -4.777  -0.478
C -3.374 0.228 -4.200  0.197
C -4.411 -0.539 -3.442  -0.826
N -3.755 -1.373 -2.437  0.101
C -4.637 -2.516 -2.078  -1.015
C -3.821 -3.427 -1.061  -0.280
O -3.013 -4.216 -1.962  -0.405
C -1.909 -4.830 -1.211  -0.274
H -1.431 0.870 -5.729  0.328
H -1.133 -0.734 -6.309  0.359
H -0.366 -0.230 -4.785  0.134
H -3.892 0.853 -4.928  0.602
H -2.865 0.924 -3.534  -0.295
H -4.964 -1.139 -4.164  0.343
H -5.074 0.210 -3.009  0.282
H -2.862 -1.701 -2.777  0.121
H -4.792 -3.136 -2.961  0.570
H -5.534 -2.112 -1.608  0.487
H -4.521 -4.129 -0.607  0.590
H -3.307 -2.797 -0.335  -0.059
H -1.189 -4.104 -0.833  -0.230
H -1.334 -5.466 -1.883  0.321
H -2.217 -5.497 -0.405  0.339
C 0.955 -2.903 -2.328  -0.441
O 1.889 -1.848 -2.567  -0.379
C 2.744 -1.555 -1.426  -0.112
C 3.694 -0.438 -1.913  -0.259
N 4.770 -0.179 -0.947  -0.153
C 5.640 0.983 -1.315  -0.260
C 6.606 1.454 -0.166  -0.462
O 7.329 2.590 -0.644  -0.347
C 8.303 3.154 0.264  -0.734
H 0.255 -2.648 -1.532  -0.187
H 1.522 -3.768 -1.984  0.449
H 0.414 -3.143 -3.243  0.363
H 3.375 -2.344 -1.017  0.693
H 2.101 -1.261 -0.597  -0.274
H 3.032 0.405 -2.114  -0.113
H 4.128 -0.755 -2.862  0.478
H 4.277 0.250 -0.177  -0.004
H 5.071 1.878 -1.565  0.039
H 6.312 0.694 -2.123  0.461
H 7.224 0.645 0.224  0.433
H 5.900 1.684 0.633  0.137
H 8.788 3.951 -0.300  0.255
H 9.083 2.424 0.478  0.304
H 7.777 3.410 1.184  0.288
C -1.199 -2.395 2.094  0.310
O -1.614 -3.305 3.127  -0.429
C -0.648 -4.254 3.470  -0.316
C -1.266 -5.339 4.411  -0.428
N -0.300 -6.383 4.799  -0.224
C -0.795 -7.435 5.586  -1.040
C -1.911 -8.339 4.933  -0.491
O -3.128 -7.644 4.870  -0.274
C -4.170 -8.314 4.174  -0.799
H -2.042 -1.748 1.853  0.084
H -0.946 -2.898 1.160  0.024
H -0.355 -1.769 2.385  -0.079
H 0.159 -3.766 4.017  0.089
H -0.219 -4.666 2.557  0.305
H -2.030 -5.801 3.786  0.260
H -1.585 -4.870 5.341  0.164
H 0.236 -6.785 4.044  0.272
H -1.232 -7.100 6.526  0.362
H 0.018 -8.065 5.947  0.418
H -2.111 -9.206 5.564  0.518
H -1.459 -8.630 3.985  0.304
H -5.038 -7.683 3.983  0.263
H -4.451 -9.235 4.683  0.323
H -3.873 -8.688 3.194  0.325
C 2.195 4.278 0.459  -0.109
C 3.408 4.327 -0.469  -0.236
O 3.295 5.386 -1.412  -0.509
H 2.345 3.439 1.138  -0.126
H 1.336 4.043 -0.169  -0.155
H 2.025 5.137 1.108  0.445
H 3.552 3.351 -0.933  -0.175
H 4.213 4.471 0.251  0.527
H 3.902 6.006 -1.001  0.338
C -5.212 2.282 1.328  -1.323
C -4.450 1.391 0.295  1.611
O -5.207 0.295 -0.321  -0.648
H -6.018 2.829 0.840  0.438
H -4.555 3.032 1.771  0.256
H -5.645 1.636 2.092  0.352
H -3.658 0.809 0.767  -0.687
H -3.918 1.968 -0.460  -0.338
H -4.597 -0.235 -0.839  0.297
C -0.182 1.042 -1.509  0.667
C -0.568 0.442 -0.195  1.119
O 0.420 0.848 0.755  0.435
H 0.887 0.985 -1.713  -0.447
H -0.479 2.085 -1.399  -0.046
H -0.747 0.631 -2.346  -0.269
H -0.650 -0.634 -0.349  -0.538
H -1.505 0.851 0.182  -0.507
H 0.055 1.526 1.328  -0.627

---

# 2
Density functional theory data (ωB97M-V/def2-TZVPD) for 11 unconnected molecules or ions with the total composition C38H102N4O15 in a non-equilibrium geometry.

Summary:
**HOMO-LUMO gap**: 8.74 eV
**SMILES**: COCCNCCOC.COCCNCCOC.COCCNCCOC.COCCNCCOC.CCO.CCO.CCO.CCO.CCO.CCO.CCO
**E**: -77724.074 eV
**Total charge**: 0
**Maximum force**: 3.7 eV Å⁻¹

Each line ends with the Mulliken charge.
Geometry (Å):
C -3.975 -3.600 -5.752  -1.031
O -2.789 -3.285 -5.033  -0.058
C -2.658 -3.797 -3.730  -0.608
C -1.305 -3.472 -3.184  -0.799
N -1.234 -3.921 -1.812  1.504
C -1.302 -5.335 -1.531  -0.895
C -0.743 -5.673 -0.122  -0.869
O -1.472 -4.940 0.826  -0.320
C -0.724 -4.922 2.075  -0.894
H -3.933 -3.359 -6.798  0.264
H -4.772 -2.949 -5.382  0.327
H -4.160 -4.682 -5.749  0.383
H -2.817 -4.881 -3.685  0.486
H -3.387 -3.327 -3.048  0.262
H -1.025 -2.426 -3.171  -0.153
H -0.597 -3.985 -3.769  0.522
H -1.926 -3.438 -1.267  -0.421
H -0.798 -5.909 -2.339  0.481
H -2.309 -5.794 -1.487  0.363
H 0.292 -5.393 -0.152  0.390
H -0.844 -6.741 0.054  0.429
H -1.403 -4.310 2.659  0.230
H 0.230 -4.422 1.923  0.340
H -0.546 -5.877 2.591  0.342
C 1.935 5.532 9.320  -0.681
O 0.706 5.161 8.636  -0.351
C 0.959 4.251 7.608  -0.406
C -0.276 3.866 6.898  -0.590
N -0.017 2.766 5.955  -0.159
C -1.229 2.509 5.149  -0.975
C -0.922 1.346 4.243  -0.077
O 0.174 1.623 3.386  0.242
C 1.313 0.706 3.572  0.493
H 1.506 6.133 10.160  0.251
H 2.618 6.176 8.677  0.264
H 2.396 4.626 9.801  0.291
H 1.229 3.278 7.980  0.335
H 1.761 4.593 6.949  0.293
H -0.632 4.668 6.272  0.346
H -1.038 3.579 7.601  0.328
H 0.680 3.169 5.320  -0.023
H -1.513 3.376 4.541  0.392
H -2.014 2.165 5.857  0.415
H -1.700 1.087 3.491  -0.655
H -0.685 0.570 4.916  0.458
H 1.943 1.002 4.364  0.765
H 1.945 0.686 2.628  -0.973
H 0.956 -0.292 3.798  -0.133
C 4.024 2.978 3.900  -0.284
O 2.989 3.945 3.800  -0.368
C 2.557 4.132 2.469  0.356
C 1.207 4.811 2.290  -0.411
N 0.961 4.886 0.858  -0.219
C -0.257 5.634 0.482  -0.605
C -0.319 5.858 -1.028  -0.783
O -0.526 4.661 -1.791  -0.099
C -0.682 4.976 -3.158  -0.905
H 3.663 2.015 3.541  -0.170
H 4.214 2.719 4.995  0.255
H 4.920 3.324 3.408  0.339
H 2.451 3.157 1.878  -0.406
H 3.309 4.722 1.935  0.465
H 1.113 5.866 2.636  0.565
H 0.329 4.375 2.842  -0.151
H 0.832 4.014 0.391  0.113
H -0.295 6.671 0.884  0.461
H -1.200 5.231 0.856  0.196
H 0.660 6.296 -1.332  0.292
H -1.123 6.547 -1.249  0.564
H -1.265 4.287 -3.685  0.241
H 0.263 4.999 -3.689  0.303
H -1.185 5.896 -3.347  0.408
C 1.841 1.848 -3.254  -0.545
O 1.391 0.833 -4.136  -0.054
C 0.782 1.400 -5.329  -0.736
C 0.498 0.265 -6.250  0.019
N 1.721 -0.248 -6.822  -0.262
C 1.539 -1.053 -8.003  -0.850
C 1.077 -2.456 -7.550  0.268
O 0.452 -3.122 -8.637  -0.416
C -0.093 -4.428 -8.270  -0.522
H 0.977 2.184 -2.601  0.096
H 2.185 2.707 -3.821  0.409
H 2.576 1.559 -2.483  0.004
H 1.451 2.143 -5.775  0.567
H -0.120 1.888 -4.993  0.049
H -0.068 0.593 -7.110  0.445
H -0.097 -0.523 -5.729  -0.280
H 2.393 -0.567 -6.116  0.246
H 2.478 -1.020 -8.592  0.325
H 0.662 -0.719 -8.609  0.295
H 0.379 -2.331 -6.754  -0.028
H 1.933 -3.097 -7.233  0.294
H -1.052 -4.263 -7.824  0.088
H 0.539 -4.956 -7.552  0.300
H -0.182 -4.861 -9.254  0.262
C -3.102 1.482 1.077  -1.100
C -2.272 2.575 0.494  0.466
O -2.168 2.331 -0.914  -0.444
H -4.081 1.452 0.686  0.528
H -3.077 1.510 2.158  0.417
H -2.591 0.502 0.801  -0.208
H -1.259 2.669 0.925  -0.310
H -2.785 3.543 0.589  0.498
H -1.743 3.105 -1.342  0.159
C -5.058 -2.687 2.023  -0.928
C -4.989 -2.885 0.533  -0.326
O -3.669 -3.163 0.023  -0.260
H -4.592 -1.764 2.412  0.121
H -4.490 -3.514 2.515  0.241
H -6.079 -2.790 2.479  0.361
H -5.304 -1.997 -0.006  0.336
H -5.604 -3.705 0.228  0.322
H -3.132 -3.814 0.578  0.046
C 3.209 -1.801 -2.012  -0.757
C 1.769 -2.209 -2.201  -0.004
O 1.342 -3.074 -1.166  -0.700
H 3.268 -1.236 -1.111  -0.532
H 3.476 -1.257 -2.904  0.340
H 3.716 -2.701 -1.875  0.531
H 1.705 -2.791 -3.089  0.638
H 1.065 -1.353 -2.326  -0.123
H 0.361 -3.274 -1.301  0.306
C 2.326 -2.342 5.356  -0.323
C 1.372 -2.206 6.616  -0.102
O 0.384 -3.240 6.614  -0.534
H 2.713 -3.314 5.110  0.434
H 3.171 -1.666 5.450  0.338
H 1.768 -2.023 4.498  -0.372
H 0.942 -1.180 6.653  0.169
H 2.087 -2.267 7.494  0.257
H -0.397 -2.944 7.081  0.307
C -2.877 -0.080 -5.079  -0.734
C -2.995 0.163 -3.604  -0.266
O -1.706 0.344 -3.078  0.066
H -2.265 -0.977 -5.103  -0.176
H -2.331 0.741 -5.479  0.323
H -3.838 -0.296 -5.557  0.402
H -3.531 -0.634 -3.104  0.161
H -3.596 1.079 -3.359  0.354
H -1.779 0.767 -2.243  -0.078
C 5.145 -1.039 1.135  -1.018
C 4.722 0.403 0.824  -0.609
O 3.416 0.740 1.238  -0.132
H 5.364 -1.186 2.201  0.342
H 6.202 -1.166 0.715  0.384
H 4.562 -1.847 0.723  0.161
H 4.853 0.569 -0.229  0.333
H 5.411 1.051 1.276  0.494
H 2.705 0.136 0.889  -0.109
C -0.833 -1.581 1.824  0.387
C -0.030 -0.630 0.999  1.360
O 1.312 -1.100 0.675  0.013
H -1.669 -1.038 2.260  -0.034
H -0.066 -1.756 2.598  -0.011
H -1.209 -2.469 1.260  -0.494
H 0.074 0.406 1.424  -1.029
H -0.548 -0.484 -0.014  -0.288
H 1.427 -2.007 0.236  0.149

---

# 3
Density functional theory data (ωB97M-V/def2-TZVPD) for 13 unconnected molecules or ions with the total composition C38H102O13 in a non-equilibrium geometry.

Summary:
**HOMO-LUMO gap**: 9.95 eV
**E**: -67675.523 eV
**Total charge**: 0
**Maximum force**: 1.9 eV Å⁻¹

Each line ends with the Mulliken charge.
Geometry (Å):
C 0.508 -0.422 -9.562  -1.269
C 0.753 -0.609 -8.087  0.047
O -0.433 -0.368 -7.392  -0.355
C -0.316 -0.640 -6.008  0.151
C -1.531 -0.162 -5.270  -0.865
H 1.418 -0.183 -10.118  0.374
H 0.111 -1.324 -10.029  0.289
H -0.180 0.400 -9.764  0.319
H 1.072 -1.648 -7.911  0.278
H 1.580 0.038 -7.765  0.073
H -0.066 -1.703 -5.840  0.236
H 0.583 -0.137 -5.609  -0.019
H -1.426 -0.463 -4.228  -0.099
H -2.403 -0.717 -5.650  0.323
H -1.853 0.853 -5.490  0.397
C -1.990 -1.720 2.080  -0.700
C -1.269 -0.453 1.665  0.219
O -0.784 -0.541 0.336  1.996
C -0.296 0.704 -0.152  0.652
C 0.432 0.411 -1.445  -0.287
H -2.742 -1.911 1.312  -0.476
H -1.300 -2.561 2.140  0.139
H -2.558 -1.540 2.991  0.587
H -2.001 0.363 1.741  -0.166
H -0.418 -0.209 2.315  -0.447
H -1.173 1.331 -0.365  -0.913
H 0.363 1.318 0.478  -0.155
H 0.956 1.335 -1.751  0.173
H -0.218 0.230 -2.297  -0.378
H 1.251 -0.296 -1.349  -0.254
C 7.751 2.231 -6.191  -1.066
C 6.845 3.111 -5.366  -0.329
O 5.490 2.687 -5.283  -0.328
C 5.340 1.406 -4.701  -0.202
C 3.860 1.139 -4.588  -0.808
H 8.752 2.676 -6.111  0.380
H 7.872 1.236 -5.770  0.338
H 7.488 2.219 -7.245  0.276
H 7.247 3.218 -4.345  0.315
H 6.759 4.134 -5.735  0.300
H 5.792 0.640 -5.337  0.257
H 5.838 1.400 -3.725  0.299
H 3.355 1.714 -3.815  -0.058
H 3.727 0.073 -4.348  0.395
H 3.294 1.263 -5.509  0.239
C 1.607 -2.883 1.077  0.001
C 3.018 -3.127 0.545  0.237
C 3.408 -2.073 -0.466  -1.149
O 3.917 -2.932 1.674  -0.668
H 1.529 -1.834 1.376  -0.326
H 1.394 -3.531 1.929  0.388
H 0.821 -2.992 0.323  -0.087
H 3.133 -4.143 0.165  0.378
H 2.750 -2.071 -1.336  0.264
H 4.436 -2.280 -0.783  0.435
H 3.424 -1.059 -0.066  0.066
H 3.873 -3.727 2.224  0.299
C 3.071 0.875 2.567  0.301
C 4.300 0.291 3.278  0.543
C 4.690 1.106 4.507  -1.435
O 4.027 -1.051 3.738  -0.659
H 2.915 1.915 2.860  -0.444
H 2.167 0.341 2.869  -0.273
H 3.168 0.895 1.482  0.138
H 5.172 0.266 2.609  0.352
H 5.711 0.880 4.817  0.386
H 4.075 0.808 5.365  0.258
H 4.543 2.177 4.369  0.392
H 3.972 -1.667 2.977  0.365
C 1.105 -0.022 6.386  -0.810
C 1.243 -1.531 6.231  0.266
C 0.390 -2.069 5.087  -0.605
O 2.615 -1.848 6.045  -0.609
H 1.791 0.294 7.176  0.351
H 0.094 0.308 6.644  0.447
H 1.404 0.521 5.482  -0.216
H 0.946 -2.017 7.162  0.400
H 0.542 -3.147 4.978  0.270
H 0.674 -1.625 4.131  -0.210
H -0.656 -1.919 5.364  0.420
H 2.888 -1.441 5.195  0.419
C -0.609 -3.070 -2.775  -0.420
C -2.020 -2.859 -2.281  0.743
C -2.410 -3.793 -1.155  -1.108
O -2.167 -1.523 -1.815  0.027
H -0.405 -4.116 -3.037  0.559
H 0.153 -2.700 -2.087  -0.092
H -0.422 -2.580 -3.737  -0.320
H -2.711 -3.004 -3.112  0.319
H -1.761 -3.659 -0.284  -0.087
H -2.397 -4.843 -1.463  0.543
H -3.419 -3.589 -0.787  0.210
H -1.621 -1.388 -1.009  -0.142
C -4.087 -5.401 4.829  -1.483
C -3.417 -4.898 3.567  1.018
C -2.478 -5.896 2.918  -1.098
O -4.470 -4.507 2.662  -0.483
H -4.800 -4.725 5.291  0.368
H -3.335 -5.694 5.573  0.362
H -4.615 -6.341 4.614  0.380
H -2.928 -3.947 3.786  -0.144
H -3.017 -6.826 2.741  0.389
H -1.570 -6.024 3.505  0.340
H -2.188 -5.451 1.964  0.111
H -5.062 -5.259 2.540  0.292
C -6.021 0.887 1.481  -1.169
C -6.407 -0.226 0.552  0.642
C -5.244 -1.121 0.108  -0.672
O -7.434 -1.001 1.189  -0.632
H -5.407 1.645 1.001  0.141
H -5.512 0.499 2.373  0.273
H -6.912 1.376 1.886  0.454
H -6.821 0.183 -0.382  0.152
H -5.397 -1.567 -0.875  0.384
H -5.035 -1.942 0.802  0.349
H -4.334 -0.513 0.085  -0.300
H -7.546 -1.799 0.662  0.333
C 0.538 5.095 4.345  -1.317
C 1.064 3.756 3.850  0.253
O 0.588 3.444 2.534  -0.212
H 0.892 5.236 5.372  0.409
H -0.557 5.083 4.407  0.245
H 0.835 5.933 3.722  0.297
H 0.857 2.940 4.545  0.073
H 2.150 3.864 3.774  0.264
H -0.328 3.147 2.671  -0.201
C -3.542 1.815 -1.855  0.285
C -4.263 3.116 -2.107  -0.452
O -5.630 2.886 -2.347  -0.537
H -2.459 1.929 -1.891  0.081
H -3.777 1.057 -2.606  0.449
H -3.793 1.372 -0.889  -0.686
H -3.761 3.634 -2.935  0.396
H -4.098 3.759 -1.229  0.137
H -6.070 3.721 -2.527  0.303
C 2.847 3.931 -1.774  -1.282
C 1.892 4.113 -0.634  0.376
O 2.588 3.683 0.540  -0.504
H 3.040 2.879 -1.964  0.029
H 3.759 4.499 -1.597  0.409
H 2.461 4.340 -2.715  0.396
H 0.976 3.515 -0.765  -0.128
H 1.572 5.157 -0.513  0.360
H 1.982 3.724 1.304  0.339
C -2.917 3.589 1.572  0.342
C -3.034 3.389 3.074  -0.504
O -2.182 2.307 3.484  -0.247
H -3.395 2.799 0.999  -0.540
H -1.851 3.522 1.322  -0.231
H -3.236 4.587 1.286  0.551
H -4.071 3.165 3.347  0.441
H -2.696 4.320 3.547  0.237
H -2.191 2.153 4.432  0.163